{
  "formula": "C31H23FeGeN3O2S",
  "method": "ωB97M-V/def2-TZVPD",
  "total_energy_ev": -142823.7213,
  "e_above_lowest_kj_mol": 0.52,
  "spin_multiplicity": 5,
  "s2": 6.020,
  "gap_ev": [6.6, 6.7],
  "species": ["Ge", "Fe", "S", "O", "O", "N", "N", "N", "C", "C", "C", "C", "C", "C", "C", "C", "C", "C", "C", "C", "C", "C", "C", "C", "C", "C", "C", "C", "C", "C", "C", "C", "C", "C", "C", "C", "C", "C", "C", "H", "H", "H", "H", "H", "H", "H", "H", "H", "H", "H", "H", "H", "H", "H", "H", "H", "H", "H", "H", "H", "H", "H"],
  "coordinates": [[0.982, -0.962, 0.108], [-1.900, 0.480, -0.665], [0.461, -0.207, -2.881], [-0.972, 4.536, -1.154], [-2.421, 3.649, -3.392], [-1.647, 1.912, 1.113], [-1.946, 2.452, -1.467], [-3.015, 0.264, -2.590], [-0.301, -4.532, 2.018], [-1.665, -4.353, 2.169], [-0.125, -0.219, -1.383], [-1.399, 2.603, 3.390], [2.252, 2.222, 3.396], [-2.272, -3.202, 1.693], [-1.171, 4.200, 1.639], [1.364, 0.414, 1.481], [4.027, -3.129, -1.924], [-3.158, 0.005, -5.366], [-1.624, 1.646, 2.419], [-2.804, 1.209, -4.784], [1.520, 0.021, 2.802], [3.870, -0.848, -0.369], [5.072, -1.201, -0.954], [-3.341, -0.895, -3.163], [-1.420, 3.179, 0.730], [-1.505, -2.229, 1.079], [-2.737, 1.301, -3.399], [-0.133, -2.387, 0.931], [2.064, 2.633, 2.088], [-1.424, 3.486, -0.747], [1.623, 1.733, 1.134], [2.731, -1.619, -0.569], [-1.165, 3.914, 2.992], [2.822, -2.765, -1.351], [-2.337, 2.616, -2.763], [-3.421, -1.073, -4.532], [0.459, -3.552, 1.404], [1.965, 0.918, 3.756], [5.149, -2.337, -1.741], [-0.980, 4.684, 3.725], [5.947, -0.585, -0.794], [2.269, 3.656, 1.811], [1.526, -3.685, 1.285], [-1.793, 0.613, 2.695], [-3.540, -1.715, -2.487], [6.084, -2.609, -2.207], [-2.575, 2.085, -5.370], [-1.989, -1.316, 0.691], [-3.338, -3.066, 1.805], [-3.684, -2.036, -4.936], [1.291, -1.000, 3.077], [4.094, -4.027, -2.521], [2.105, 0.597, 4.778], [0.165, -5.436, 2.384], [-3.219, -0.093, -6.441], [-0.993, 5.195, 1.260], [1.943, -3.379, -1.502], [-1.405, 2.336, 4.435], [2.620, 2.918, 4.134], [-2.261, -5.109, 2.660], [3.810, 0.031, 0.261], [1.464, 2.058, 0.113]],
  "nbo_charge": [1.501, 1.407, 0.064, -0.559, -0.564, -0.534, -0.829, -0.532, -0.204, -0.211, -1.050, -0.236, -0.219, -0.204, -0.212, -0.351, -0.234, -0.144, 0.052, -0.201, -0.240, -0.200, -0.212, 0.052, 0.139, -0.230, 0.148, -0.337, -0.203, 0.631, -0.250, -0.444, -0.145, -0.142, 0.633, -0.249, -0.226, -0.208, -0.204, 0.224, 0.212, 0.218, 0.222, 0.203, 0.197, 0.211, 0.252, 0.140, 0.214, 0.225, 0.213, 0.211, 0.211, 0.217, 0.223, 0.254, 0.200, 0.228, 0.213, 0.216, 0.215, 0.224]
}



{
  "formula": "C17H28N3O3S",
  "method": "ωB97M-V/def2-TZVPD",
  "total_energy_ev": -39507.6183,
  "e_above_lowest_kj_mol": 1759.18,
  "charge": 1,
  "gap_ev": 8.1,
  "species": ["S", "O", "O", "O", "N", "N", "N", "C", "C", "C", "C", "C", "C", "C", "C", "C", "C", "C", "C", "C", "C", "C", "C", "C", "H", "H", "H", "H", "H", "H", "H", "H", "H", "H", "H", "H", "H", "H", "H", "H", "H", "H", "H", "H", "H", "H", "H", "H", "H", "H", "H", "H"],
  "coordinates": [[1.470, -2.073, 3.911], [1.336, -2.733, 5.053], [0.960, -0.947, -0.434], [2.621, -1.229, 3.822], [-1.332, 1.272, -2.136], [-0.811, 0.316, 0.132], [1.972, -3.321, 2.572], [-0.854, -0.394, 1.189], [-1.696, 4.627, -5.851], [-0.053, 2.438, -4.797], [-0.082, -1.278, 3.347], [2.554, -2.842, 1.387], [-1.049, -1.469, 3.923], [-1.598, 4.441, -4.336], [-2.242, -0.316, 2.001], [-0.199, 0.510, -2.161], [-0.180, 2.826, -6.388], [0.041, -0.313, -0.872], [-2.329, -1.101, 3.159], [-1.389, 2.614, -2.699], [0.093, -0.781, 2.087], [-1.559, 2.937, -4.113], [0.861, -4.146, 2.450], [-0.535, 4.275, -6.537], [3.421, -2.194, 1.696], [-2.335, 0.552, -2.882], [1.107, -5.175, 2.112], [-3.148, -1.059, 3.724], [0.286, -4.491, 3.387], [-0.522, 4.524, -7.577], [-2.702, 4.399, -6.184], [-1.865, 5.714, -6.015], [-1.052, -2.029, 4.696], [-1.131, 2.302, -6.633], [-0.520, 2.915, -2.107], [0.800, 2.836, -4.384], [3.284, -3.789, 1.020], [0.583, 4.997, -6.050], [-2.370, 4.663, -3.864], [0.053, -3.709, 1.804], [2.872, -3.873, 3.373], [-1.453, 0.840, -0.559], [0.791, 2.567, -6.918], [-0.026, -0.304, -3.151], [1.045, -0.531, 1.563], [-2.067, 2.979, -2.249], [2.028, -2.658, 0.638], [0.813, 1.148, -2.480], [-0.651, 4.874, -3.891], [-3.213, 0.027, 1.412], [-2.136, 2.328, -4.572], [0.042, 1.459, -4.557]],
  "nbo_charge": [2.286, -0.895, -0.599, -0.912, -0.609, -0.683, -0.581, 0.259, -0.466, -0.381, -0.234, -0.401, -0.189, -0.357, -0.170, -0.361, -0.414, 0.687, -0.201, -0.171, -0.359, -0.203, -0.502, -0.333, 0.269, 0.337, 0.245, 0.213, 0.264, 0.227, 0.232, 0.226, 0.230, 0.195, 0.194, 0.188, 0.214, 0.145, 0.187, 0.253, 0.489, 0.466, 0.226, 0.225, 0.275, 0.170, 0.234, 0.273, 0.207, 0.235, 0.195, 0.175]
}



{
  "formula": "C4H6IrO7",
  "method": "ωB97M-V/def2-TZVPD",
  "total_energy_ev": -21373.1539,
  "e_above_lowest_kj_mol": 121.93,
  "spin_multiplicity": 5,
  "charge": 3,
  "s2": 6.018,
  "gap_ev": [8.0, 3.2],
  "species": ["Ir", "O", "O", "O", "O", "O", "O", "O", "C", "C", "C", "C", "H", "H", "H", "H", "H", "H"],
  "coordinates": [[2.757, 2.467, 0.374], [1.726, 0.772, 0.360], [3.765, 0.980, -0.367], [3.003, -1.070, -0.048], [0.108, -1.383, 0.777], [-3.924, -0.163, -0.416], [-2.128, -0.286, 0.951], [-1.907, -0.389, -1.217], [2.848, 0.216, 0.016], [-0.339, -0.115, 0.553], [-0.608, 0.160, -0.927], [-2.677, -0.350, -0.173], [-0.304, 0.602, 1.376], [2.134, -1.520, 0.011], [-4.199, 0.756, -0.266], [0.277, -1.543, 1.715], [-0.632, 1.231, -1.143], [0.100, -0.365, -1.575]],
  "nbo_charge": [1.457, -0.783, -0.556, -0.535, -0.519, -0.421, -0.181, -0.273, 0.977, 0.427, -0.175, 1.041, 0.289, 0.518, 0.590, 0.560, 0.279, 0.306]
}



{
  "formula": "C22H21F2N3O2S",
  "method": "ωB97M-V/def2-TZVPD",
  "total_energy_ev": -47990.7163,
  "smiles": "O=C(NCCN1CCOCC1)c1cc(Sc2ccc(F)cc2F)nc2ccccc12",
  "gap_ev": 8.2,
  "species": ["S", "F", "F", "O", "O", "N", "N", "N", "C", "C", "C", "C", "C", "C", "C", "C", "C", "C", "C", "C", "C", "C", "C", "C", "C", "C", "C", "C", "C", "C", "H", "H", "H", "H", "H", "H", "H", "H", "H", "H", "H", "H", "H", "H", "H", "H", "H", "H", "H", "H", "H"],
  "coordinates": [[-1.345, -3.244, 0.204], [-6.627, -0.652, 0.249], [-3.412, -3.373, 2.308], [0.291, 2.591, -1.323], [5.185, 2.789, 1.025], [0.019, 1.971, 0.834], [2.443, 2.944, 1.757], [0.652, -2.475, -1.289], [-5.415, -1.233, 0.233], [2.961, 3.676, 0.611], [-0.303, -2.012, -0.538], [0.036, 3.315, 1.360], [3.489, 2.825, 2.759], [-0.471, -0.648, -0.228], [0.247, 1.719, -0.476], [2.341, 0.640, -2.306], [-5.042, -2.028, 1.302], [-2.913, -2.414, 0.205], [3.430, -1.281, -3.272], [4.687, 2.100, 2.145], [1.418, -0.202, -1.656], [-3.789, -2.610, 1.271], [-3.334, -1.625, -0.861], [3.324, 0.107, -3.096], [4.174, 2.933, 0.055], [1.227, 3.518, 2.304], [-4.577, -1.023, -0.849], [2.544, -2.127, -2.665], [1.518, -1.610, -1.850], [0.392, 0.261, -0.787], [4.217, -1.676, -3.897], [-2.678, -1.483, -1.706], [4.619, 3.488, -0.773], [1.330, 4.595, 2.525], [2.246, 1.707, -2.190], [-0.893, 3.513, 1.905], [2.196, 3.734, -0.164], [3.111, 2.247, 3.605], [-1.270, -0.335, 0.427], [5.508, 2.039, 2.861], [3.259, 4.701, 0.895], [-5.703, -2.190, 2.137], [0.085, 3.987, 0.501], [4.379, 1.084, 1.852], [3.815, 3.815, 3.123], [2.597, -3.197, -2.790], [3.857, 1.939, -0.298], [4.027, 0.759, -3.593], [1.023, 3.000, 3.246], [0.152, 1.228, 1.502], [-4.903, -0.405, -1.670]],
  "nbo_charge": [0.333, -0.315, -0.310, -0.624, -0.521, -0.593, -0.449, -0.419, 0.413, -0.270, 0.083, -0.239, -0.246, -0.268, 0.660, -0.196, -0.346, -0.285, -0.182, -0.072, -0.023, 0.413, -0.169, -0.215, -0.075, -0.220, -0.293, -0.203, 0.143, -0.064, 0.216, 0.233, 0.195, 0.179, 0.237, 0.203, 0.224, 0.201, 0.236, 0.194, 0.169, 0.248, 0.235, 0.166, 0.168, 0.229, 0.170, 0.217, 0.192, 0.401, 0.238]
}